132
Properties=species:S:1:pos:R:3 method="wB97M-V/def2-TZVPD" homo_lumo_gap_ha=0.3478 lumo_energy_ev=0.19 e_tot_ha=-2750.94385
C -6.59 3.68 2.11
C -7.52 2.51 1.57
C -7.21 1.22 2.43
C -5.81 0.63 2.01
C -5.53 -0.72 2.77
C -4.03 -0.96 3.21
C -2.95 -0.26 2.31
C -3.03 -0.60 0.78
C -1.63 -0.24 0.10
C -1.71 0.97 -0.91
B -1.70 0.50 -2.46
C -0.35 0.73 -3.29
C 0.41 -0.55 -3.78
C 0.96 -1.48 -2.64
C 1.15 -2.93 -3.24
O 1.62 -3.15 -4.31
O 0.66 -4.01 -2.47
N -3.00 -0.07 -2.97
C -3.94 0.96 -3.35
O -5.09 0.75 -3.41
F -3.40 2.19 -3.61
C -2.84 -1.05 -4.00
O -2.46 -2.12 -3.70
F -3.07 -0.76 -5.32
H -7.01 4.65 1.74
H -6.54 3.66 3.23
H -5.55 3.56 1.70
H -8.60 2.79 1.55
H -7.18 2.29 0.53
H -7.24 1.42 3.54
H -8.03 0.47 2.24
H -5.91 0.37 0.93
H -5.06 1.43 2.21
H -5.89 -1.62 2.21
H -6.14 -0.68 3.71
H -3.88 -0.57 4.26
H -3.80 -2.05 3.21
H -2.93 0.86 2.40
H -1.95 -0.61 2.69
H -3.86 -0.10 0.24
H -3.19 -1.71 0.65
H -0.96 0.10 0.94
H -1.23 -1.19 -0.32
H -2.72 1.46 -0.77
H -0.96 1.77 -0.74
H 0.34 1.39 -2.70
H -0.62 1.33 -4.21
H -0.16 -1.20 -4.49
H 1.30 -0.20 -4.36
H 0.28 -1.61 -1.77
H 1.98 -1.16 -2.32
H 1.23 -4.13 -1.68
C -11.54 0.52 0.56
O -10.66 -0.53 0.91
C -11.28 -1.50 1.75
C -11.64 -2.75 0.98
O -12.69 -2.50 0.05
C -12.22 -2.40 -1.28
H -11.06 1.13 -0.21
H -12.48 0.14 0.16
H -11.74 1.16 1.43
H -12.16 -1.08 2.25
H -10.55 -1.76 2.53
H -12.01 -3.50 1.68
H -10.76 -3.17 0.48
H -11.90 -3.38 -1.65
H -11.39 -1.69 -1.36
H -13.04 -2.04 -1.90
C 5.75 1.61 1.64
O 5.47 0.31 2.15
C 4.13 -0.10 1.91
C 4.05 -1.09 0.77
O 4.37 -0.47 -0.48
C 5.68 -0.79 -0.93
H 6.82 1.78 1.71
H 5.45 1.70 0.59
H 5.23 2.36 2.24
H 3.49 0.77 1.72
H 3.78 -0.58 2.82
H 3.03 -1.46 0.69
H 4.70 -1.95 0.95
H 5.72 -1.84 -1.25
H 6.42 -0.61 -0.15
H 5.91 -0.16 -1.78
C 5.03 -5.27 4.08
O 3.88 -5.26 4.91
C 3.10 -4.08 4.75
C 1.86 -4.34 3.91
O 2.20 -4.63 2.56
C 2.11 -6.01 2.26
H 5.48 -6.26 4.14
H 4.78 -5.06 3.04
H 5.76 -4.53 4.44
H 3.70 -3.27 4.31
H 2.79 -3.76 5.75
H 1.25 -3.44 3.91
H 1.27 -5.15 4.35
H 1.06 -6.32 2.23
H 2.66 -6.61 2.98
H 2.55 -6.17 1.27
C 2.30 5.83 -5.48
O 3.54 5.39 -4.97
C 3.44 4.86 -3.66
C 3.50 3.34 -3.67
O 2.33 2.78 -4.27
C 2.57 2.32 -5.59
H 2.42 6.06 -6.54
H 1.53 5.05 -5.39
H 1.97 6.73 -4.96
H 2.53 5.21 -3.16
H 4.30 5.23 -3.09
H 3.52 2.98 -2.64
H 4.40 2.99 -4.17
H 3.19 1.42 -5.57
H 3.06 3.09 -6.20
H 1.61 2.07 -6.04
C 10.44 3.62 -0.22
O 9.57 2.74 0.47
C 9.83 1.37 0.15
C 10.59 0.68 1.27
O 11.92 1.18 1.38
C 12.07 2.07 2.48
H 10.29 4.62 0.19
H 11.48 3.34 -0.10
H 10.18 3.64 -1.29
H 10.37 1.29 -0.80
H 8.86 0.88 0.03
H 10.67 -0.38 1.03
H 10.06 0.77 2.22
H 12.03 1.52 3.42
H 11.31 2.85 2.47
H 13.05 2.54 2.40


49
Properties=species:S:1:pos:R:3 method="wB97M-V/def2-TZVPD" relative_energy_ev=9.4828 homo_lumo_gap_ha="0.1181 / 0.0800" lumo_energy_ev="-2.36 / -3.40" s_squared=0.7662 charge=-1 e_tot_ha=-7522.07751 multiplicity=2
Cu -1.35 0.07 1.23
C -0.61 -5.96 -2.46
F -1.63 -6.49 -1.75
F 0.26 -6.90 -2.82
F -1.03 -5.36 -3.60
S 0.44 -4.77 -1.40
O 1.52 -4.33 -2.29
O -0.45 -3.61 -1.03
O 0.86 -5.51 -0.24
C 0.46 2.97 -5.20
F 1.29 3.94 -4.65
F -0.80 3.51 -5.25
F 0.79 2.56 -6.53
S 0.42 1.32 -4.15
O -0.54 0.49 -4.90
O 1.78 0.77 -4.19
O -0.03 1.56 -2.77
C 5.62 0.41 3.24
F 6.78 0.90 2.81
F 5.81 -0.88 3.44
F 5.22 0.94 4.34
S 4.27 0.56 1.87
O 2.94 0.37 2.44
O 4.43 1.89 1.28
O 4.56 -0.41 0.79
Cl -0.06 5.37 2.03
C 0.95 6.66 1.02
C 1.85 7.48 1.92
Cl 0.98 8.93 2.61
H 0.29 7.30 0.44
H 1.54 6.17 0.25
H 2.65 7.98 1.37
H 2.32 6.93 2.73
Cl -5.03 2.28 -2.16
C -6.27 1.14 -2.88
C -5.79 -0.25 -2.99
Cl -5.22 -0.82 -1.50
H -6.39 1.47 -3.91
H -7.27 1.32 -2.49
H -5.13 -0.46 -3.83
H -6.60 -0.88 -3.37
Cl -1.64 -3.47 4.33
C -1.19 -4.97 4.99
C 0.23 -4.99 5.62
Cl 0.68 -3.62 6.71
H -1.29 -5.69 4.18
H -2.05 -5.14 5.65
H 1.01 -4.92 4.86
H 0.39 -5.88 6.23


6
Properties=species:S:1:pos:R:3 method="wB97M-V/def2-TZVPD" relative_energy_ev=2.0878 homo_lumo_gap_ha=0.3484 lumo_energy_ev=0.68 e_tot_ha=-277.03295
C 0.82 0.05 -0.03
C -0.77 0.03 -0.12
F -1.41 -1.12 -0.01
F -1.37 1.17 -0.04
H 1.49 0.80 0.32
H 1.24 -0.92 -0.11


60
Properties=species:S:1:pos:R:3 method="wB97M-V/def2-TZVPD" relative_energy_ev=2.6238 homo_lumo_gap_ha=0.3354 lumo_energy_ev=0.66 e_tot_ha=-1305.11631
C -2.11 -2.79 -1.79
O -3.16 -2.22 -1.06
C -3.09 -0.90 -0.73
C -2.03 -0.09 -1.10
C -2.01 1.26 -0.77
C -0.82 2.04 -1.20
O -0.05 1.64 -2.06
N -0.62 3.22 -0.57
C 0.50 4.09 -0.87
C 1.53 4.12 0.26
C 2.06 2.77 0.75
O 2.38 2.63 1.91
N 2.21 1.82 -0.19
C 2.69 0.49 0.15
C 1.51 -0.49 0.00
C 1.84 -1.97 0.16
C 2.73 -2.28 1.37
C 4.09 -2.88 0.99
C 4.84 -2.20 -0.15
C 5.00 -0.68 -0.04
C 3.91 0.15 -0.73
C -3.08 1.80 -0.09
C -4.16 1.01 0.31
O -5.12 1.71 0.96
C -6.25 1.08 1.54
C -4.16 -0.36 0.01
O -5.24 -1.12 0.39
C -5.02 -2.42 0.90
H -1.16 -2.74 -1.25
H -1.99 -2.31 -2.77
H -2.38 -3.84 -1.93
H -1.20 -0.47 -1.67
H -1.20 3.47 0.22
H 0.94 3.72 -1.80
H 0.12 5.10 -1.04
H 1.11 4.62 1.13
H 2.39 4.71 -0.07
H 1.79 1.92 -1.10
H 3.00 0.56 1.19
H 0.76 -0.20 0.75
H 1.06 -0.32 -0.98
H 2.32 -2.33 -0.75
H 0.89 -2.51 0.25
H 2.23 -2.99 2.03
H 2.88 -1.37 1.95
H 4.72 -2.86 1.89
H 3.95 -3.93 0.72
H 4.38 -2.44 -1.11
H 5.84 -2.64 -0.18
H 5.08 -0.38 1.00
H 5.95 -0.41 -0.52
H 3.58 -0.34 -1.65
H 4.35 1.11 -1.01
H -3.15 2.85 0.16
H -6.85 0.56 0.80
H -6.83 1.90 1.97
H -5.96 0.39 2.33
H -4.12 -2.46 1.52
H -4.94 -3.16 0.10
H -5.90 -2.65 1.51


19
Properties=species:S:1:pos:R:3 method="wB97M-V/def2-TZVPD" relative_energy_ev=2.0345 homo_lumo_gap_ha=0.3691 lumo_energy_ev=0.86 e_tot_ha=-381.44015
H -0.02 1.57 1.46
N 0.51 1.72 0.60
C 0.83 0.54 0.15
N 0.06 -0.51 0.69
C 0.66 -1.81 0.91
C -0.39 -2.59 1.70
H 1.47 0.38 -0.73
H -0.91 -0.32 0.84
H 0.72 -2.33 -0.08
H 1.61 -1.77 1.58
H -0.69 -1.95 2.57
H -1.29 -2.49 1.19
H -0.23 -3.63 1.90
O 0.18 3.61 -2.36
H 0.36 3.61 -1.41
H -0.75 3.85 -2.45
O -0.98 0.42 -2.32
H -0.07 0.57 -2.59
H -1.07 1.12 -1.64